DFT (the ωB97M-V functional and the def2-TZVPD basis) results for a cluster of 11 separate species, C20H21BrCl40IN2O in total.

```
86
Properties=species:S:1:pos:R:3:lowdin_charge:R:1
C 0.1352 -1.6782 -0.7684 -0.1100
C 1.2386 -1.0287 -1.6175 -0.2255
C 1.9037 0.1853 -0.9254 -0.1638
C 3.3132 -0.1672 -0.4548 -0.2690
C 4.2679 -0.1923 -1.6397 -0.0505
N 3.8806 0.7056 0.7158 -0.2379
N 5.1914 0.2281 1.0600 0.0932
C 3.0245 0.4389 1.9248 -0.1464
C 3.4121 1.1327 3.2384 -0.8306
O 4.4896 1.2013 3.7011 0.0400
I 1.6774 1.8517 4.2901 0.9436
C 3.9301 2.1923 0.3107 -0.5812
Br 5.4307 3.1104 1.1271 0.8950
C 2.6541 2.9631 0.5918 -0.2881
C 2.7574 4.4243 0.1206 -0.0985
H -0.2993 -0.9594 -0.0726 0.0455
H 0.5042 -2.5290 -0.1914 0.0786
H -0.6656 -2.0610 -1.4011 0.0367
H 1.9884 -1.7932 -1.8444 0.1028
H 0.8370 -0.7133 -2.5802 0.0829
H 1.2509 0.4767 -0.1049 0.0857
H 1.9474 1.0234 -1.6250 0.1244
H 3.2762 -1.1743 -0.0269 0.1514
H 5.2857 -0.4713 -1.3774 0.0406
H 4.2740 0.7527 -2.1852 0.0984
H 3.9067 -0.9497 -2.3322 0.0405
H 5.1571 -0.7862 1.0525 0.1209
H 5.8646 0.5807 0.3915 0.0759
H 1.9930 0.6602 1.6850 0.0749
H 3.1062 -0.6348 2.1144 0.1518
H 4.1513 2.1932 -0.7519 0.0916
H 2.4311 2.9556 1.6591 0.0565
H 1.8235 2.5062 0.0617 0.0581
H 3.4064 4.5321 -0.7495 0.0812
H 3.1059 5.0790 0.9158 0.0750
H 1.7662 4.7718 -0.1740 0.0640
C -3.0420 -2.5524 -4.0771 -2.0292
Cl -1.5433 -1.6043 -4.2347 0.5165
Cl -3.6832 -2.8692 -5.6832 0.4992
Cl -2.6776 -4.0746 -3.2709 0.5161
Cl -4.2152 -1.6368 -3.1265 0.5243
C 6.5021 -3.1562 -2.9571 -2.0467
Cl 7.4093 -4.4522 -3.7086 0.5717
Cl 6.0166 -3.6334 -1.3168 0.5109
Cl 7.5038 -1.7000 -2.8636 0.5363
Cl 5.0475 -2.8106 -3.9048 0.5453
C -1.6813 2.6926 7.2985 -2.0409
Cl -2.2632 3.9768 8.3433 0.5414
Cl -0.3712 1.8162 8.0889 0.5066
Cl -2.9985 1.5711 6.9348 0.5220
Cl -1.0819 3.3915 5.7775 0.4443
C -0.4280 -1.5930 11.4204 -2.0629
Cl -0.4227 -0.8912 13.0372 0.5332
Cl 1.2322 -1.6945 10.8159 0.5133
Cl -1.1328 -3.2089 11.4752 0.5289
Cl -1.3762 -0.5688 10.3350 0.4911
C -3.0216 -2.4757 -10.0414 -2.0509
Cl -3.9280 -2.2148 -11.5248 0.5484
Cl -4.0658 -3.2728 -8.8494 0.4850
Cl -1.6179 -3.4976 -10.3499 0.5187
Cl -2.4817 -0.9222 -9.3918 0.5220
C -6.5410 3.9900 10.1628 -2.0607
Cl -5.4745 2.9053 9.2618 0.4835
Cl -6.9787 3.2458 11.6999 0.5326
Cl -5.6938 5.5132 10.4631 0.5178
Cl -7.9974 4.3030 9.2177 0.5292
C -2.2726 2.1357 -0.6839 -2.0251
Cl -3.6942 3.0209 -1.1931 0.5550
Cl -2.4791 1.5348 0.9641 0.5410
Cl -1.9738 0.7767 -1.7699 0.5383
Cl -0.8600 3.2251 -0.7246 0.5171
C -6.3409 -6.4309 -2.6654 -2.0560
Cl -7.6782 -6.6290 -1.5350 0.5364
Cl -4.9066 -7.2561 -2.0345 0.5132
Cl -6.7737 -7.1215 -4.2290 0.5335
Cl -5.9760 -4.7131 -2.8607 0.4872
C -3.8260 7.4497 -2.2780 -2.0600
Cl -3.9004 8.7259 -1.0649 0.5348
Cl -2.5874 6.2702 -1.8182 0.4737
Cl -5.3891 6.6297 -2.3734 0.5215
Cl -3.4243 8.1416 -3.8485 0.5345
C 0.1320 -5.8349 -7.0111 -2.0537
Cl -0.1122 -7.1771 -8.1273 0.5407
Cl 0.4689 -6.4622 -5.3930 0.5181
Cl 1.5006 -4.8554 -7.5579 0.5154
Cl -1.3185 -4.8328 -6.9649 0.4793
```

E_LUMO ... -2.7 eV
Total charge ... +1
HOMO-LUMO gap ... 0.3564 hartree
E_HOMO ... -12.42 eV



DFT (the ωB97M-V functional and the def2-TZVPD basis) results for a structure of composition C4H6BiMgO5.

```
17
Properties=species:S:1:pos:R:3:mulliken_spin:R:1
C -1.7553 -0.6350 -2.2450 -0.0028
O -1.9060 0.3969 -1.5379 -0.0198
O -2.3321 -0.7902 -3.3012 -0.0057
Bi -3.4262 1.4334 -2.8671 1.0302
O 0.2133 2.2435 1.4816 0.0002
O 1.0777 0.2395 -1.0066 -0.0010
C 1.1249 -0.9453 -0.5382 0.0007
C 1.1987 -0.9043 0.9793 -0.0003
O 0.2007 -0.0351 1.4655 0.0003
C 0.5938 1.1807 2.2182 0.0005
Mg -0.3778 1.3589 -0.1220 0.0035
H -0.5613 -1.2449 -1.9110 -0.0053
H 0.9937 -2.0023 -0.8366 -0.0001
H 2.2067 -0.5753 1.2828 0.0001
H 1.0215 -1.9223 1.3613 0.0001
H 0.0450 1.0988 3.1741 -0.0002
H 1.6824 1.1029 2.4029 -0.0003
```

E_LUMO (spin up / spin down) ... -11.6 / -11.4 eV
Total charge ... +2
⟨S²⟩ ... 0.75
HOMO-LUMO gap (spin up / spin down) ... 0.1472 / 0.1537 hartree
E_HOMO (spin up / spin down) ... -15.62 / -15.62 eV
Spin multiplicity ... 2



DFT (the ωB97M-V functional and the def2-TZVPD basis) results for a cluster of 2 separate species, C3H4F2O in total.

```
10
Properties=species:S:1:pos:R:3:lowdin_charge:R:1
C -0.3638 0.3012 -1.3439 0.0186
C -2.0145 -1.9445 0.0522 -0.0972
C -0.8275 0.2911 -0.1045 -0.3402
O -0.1524 0.0291 1.0765 -0.0553
F -0.9439 -2.4340 0.7232 0.0067
F -2.7934 -1.4549 0.9288 0.0944
H 0.6750 0.1405 -1.4722 0.0507
H -1.9163 0.4425 0.0305 0.1108
H -0.8038 0.7830 -2.1697 0.0498
H 0.7709 -0.4247 1.0236 0.1617
```

E_LUMO ... 0.3 eV
Total charge ... 0
HOMO-LUMO gap ... 0.3532 hartree
E_HOMO ... -9.32 eV



DFT (the ωB97M-V functional and the def2-TZVPD basis) results for an isolated molecule of C5H8O2.

```
15
Properties=species:S:1:pos:R:3:lowdin_charge:R:1
O 2.0408 -0.9410 -0.4222 -0.0073
C 1.0700 -0.3740 0.4306 -0.3588
C 0.6341 1.0463 -0.0272 -0.0604
C -0.7487 0.7218 -0.5990 -0.3255
C -1.5735 0.1136 0.4707 0.0050
C -0.2394 -1.0941 0.3540 -0.0288
O -0.6761 -0.6364 -1.0632 -0.1499
H 1.6036 -1.0956 -1.2554 0.0833
H 1.4955 -0.3775 1.4233 0.1455
H 0.5694 1.7593 0.7966 0.1182
H 1.3216 1.4399 -0.7759 0.1201
H -1.1750 1.3698 -1.3416 0.1432
H -1.5137 0.3881 1.5005 0.0774
H -2.5744 -0.1499 0.1563 0.1075
H -0.2342 -2.1703 0.3525 0.1305
```

E_LUMO ... 1.0 eV
Total charge ... 0
HOMO-LUMO gap ... 0.3653 hartree
E_HOMO ... -8.90 eV
Structure (SMILES) ... O[C@H]1C[C@@H]2C[C@H]1O2



no.,strongest force on any atom (eV/A),E_tot (eV)
1,0.46,-605137.69605
2,6.74,-25747.35736
3,2.91,-10654.33849
4,5.38,-9406.37789